(1)
Entry from OMol25: a 2-piece molecular cluster, C4H9NO2S overall in a non-equilibrium geometry (ωB97M-V/def2-TZVPD).

XYZ file:
```
17
Properties=species:S:1:pos:R:3:nbo_charge:R:1
C -1.863 -1.390 0.091 -0.50
C -1.416 -0.424 -0.725 -0.13
C 0.169 2.148 -0.329 -0.70
C -0.014 0.842 0.354 -0.39
N 1.187 -1.564 0.841 -1.12
O 1.560 -0.360 -1.454 -0.94
O 2.551 0.444 0.615 -0.97
S 1.466 -0.192 -0.013 2.28
H -2.569 -2.143 -0.108 0.22
H -1.510 -1.356 1.110 0.20
H -1.605 -0.049 -1.739 0.21
H -0.699 2.761 -0.252 0.23
H 0.937 2.770 0.253 0.25
H 0.265 1.895 -1.429 0.25
H -0.540 0.779 1.327 0.24
H 0.265 -1.798 0.377 0.41
H 1.817 -2.363 1.081 0.44
```

Calculated values
2S+1: 1
charge: 0
LUMO: 0.682 eV
HOMO-LUMO gap: 10.29 eV

=====

(2)
Entry from OMol25: C25H64HfN4Na2O17S2 as an isolated structure in a non-equilibrium geometry (ωB97M-V/def2-TZVPD).

XYZ file:
```
115
Properties=species:S:1:pos:R:3:mulliken_charge:R:1
Hf 0.721 -2.180 1.786 1.87
Na -1.365 2.519 -1.581 0.95
Na 1.729 1.162 -3.491 0.91
S -0.032 -0.074 -0.233 0.64
O 0.903 -0.132 0.874 -0.44
O -0.380 -1.471 -0.005 -0.45
O -1.139 0.762 0.031 -0.67
O 0.632 0.174 -1.516 0.25
S 2.071 -4.672 0.949 1.00
O 3.273 -4.718 0.182 -0.66
O 1.055 -3.840 0.369 -0.49
O 1.694 -5.969 1.514 -0.68
O 2.266 -3.814 2.085 -0.76
C 2.658 3.081 2.181 -0.78
O 2.268 1.686 2.197 -0.57
H 3.540 3.194 1.550 0.25
H 1.831 3.533 1.632 0.22
H 2.851 3.390 3.208 0.20
H 1.766 1.529 1.395 -0.09
C 4.239 1.956 5.668 -0.91
O 3.450 1.120 4.888 -0.13
C 2.815 0.082 5.662 -0.88
C 2.030 -0.967 4.856 -0.54
N 2.259 -0.913 3.365 0.47
C 3.662 -1.402 3.161 -0.87
C 4.145 -1.411 1.623 -1.28
O 2.959 -1.646 0.848 0.82
C 3.304 -1.684 -0.521 -1.19
H 4.632 2.696 4.970 0.24
H 5.028 1.419 6.193 0.35
H 3.624 2.487 6.394 0.36
H 2.221 0.505 6.473 0.55
H 3.597 -0.476 6.177 0.54
H 0.946 -0.917 4.958 -0.03
H 2.181 -1.948 5.306 0.47
H 2.332 0.083 3.214 -0.41
H 3.779 -2.422 3.527 0.59
H 4.450 -0.883 3.707 0.56
H 4.917 -2.164 1.471 0.42
H 4.423 -0.388 1.368 0.48
H 2.501 -1.831 -1.244 0.13
H 4.083 -2.383 -0.826 0.44
H 3.660 -0.735 -0.922 0.33
C -6.305 4.094 2.298 -0.78
O -6.123 2.742 2.672 -0.39
C -5.664 1.787 1.618 -0.63
C -4.258 2.099 1.026 0.00
N -3.971 1.180 -0.022 0.40
C -4.558 1.254 -1.415 -0.75
C -3.851 0.266 -2.446 -0.74
O -2.420 0.392 -2.445 0.13
C -1.879 -0.653 -3.199 -0.69
H -7.047 4.372 3.046 0.31
H -6.625 4.370 1.293 0.33
H -5.445 4.666 2.647 0.27
H -6.425 1.753 0.838 0.43
H -5.636 0.792 2.061 0.22
H -3.517 1.884 1.797 -0.09
H -4.137 3.157 0.793 0.41
H -3.000 0.907 -0.086 -0.26
H -4.501 2.287 -1.758 0.34
H -5.607 0.958 -1.436 0.41
H -4.250 0.623 -3.395 0.37
H -4.123 -0.765 -2.217 0.44
H -2.388 -0.870 -4.138 0.47
H -1.922 -1.559 -2.595 0.21
H -0.870 -0.422 -3.542 -0.04
C 1.979 1.739 -10.036 -0.80
O 1.753 1.613 -8.618 -0.36
C 2.863 2.022 -7.910 -0.85
C 2.608 1.927 -6.474 -0.63
N 1.654 0.894 -6.059 -0.27
C 2.373 -0.408 -6.123 -0.86
C 1.537 -1.609 -5.547 -0.73
O 1.494 -1.562 -4.165 0.08
C 0.836 -2.690 -3.560 -0.77
H 2.117 2.798 -10.255 0.32
H 1.183 1.155 -10.498 0.26
H 2.893 1.271 -10.401 0.35
H 3.206 2.986 -8.285 0.53
H 3.696 1.368 -8.166 0.35
H 2.221 2.912 -6.212 0.39
H 3.590 1.845 -6.008 0.35
H 0.993 0.788 -6.816 0.36
H 3.346 -0.342 -5.636 0.45
H 2.656 -0.616 -7.155 0.46
H 2.064 -2.490 -5.915 0.37
H 0.559 -1.729 -6.015 0.40
H -0.101 -2.940 -4.057 0.43
H 0.630 -2.356 -2.543 -0.14
H 1.524 -3.530 -3.659 0.44
C -1.778 -4.594 1.082 -0.96
O -1.418 -3.273 1.499 -0.14
C -2.559 -2.655 2.186 -1.28
C -2.311 -1.113 2.230 0.34
N -1.000 -0.843 2.935 0.42
C -0.867 0.633 3.242 0.44
C -1.494 1.237 4.457 -1.13
O -2.864 1.058 4.311 -0.17
C -3.486 1.611 5.392 -0.88
H -2.754 -4.649 0.599 0.42
H -1.746 -5.344 1.873 0.25
H -1.080 -4.922 0.312 0.23
H -2.700 -3.098 3.172 0.31
H -3.428 -2.757 1.536 0.61
H -3.123 -0.510 2.637 0.67
H -2.358 -0.739 1.208 -0.55
H -1.232 -1.064 3.893 0.50
H -1.273 1.229 2.424 -0.26
H 0.197 0.868 3.257 -0.55
H -1.198 2.282 4.543 0.58
H -1.133 0.698 5.333 0.52
H -3.157 1.159 6.328 0.36
H -4.551 1.400 5.296 0.27
H -3.421 2.690 5.531 0.33
```

Calculated values
2S+1: 1
charge: +2
LUMO: -6.378 eV
HOMO-LUMO gap: 6.14 eV

=====

(3)
Entry from OMol25: a 2-piece molecular cluster, C5H6INO overall in a non-equilibrium geometry (ωB97M-V/def2-TZVPD).

XYZ file:
```
14
Properties=species:S:1:pos:R:3:nbo_charge:R:1
C 0.486 0.051 -1.672 0.06
C 1.937 1.631 -1.602 0.28
C 1.011 0.146 -0.450 -0.10
C -1.334 -0.611 2.106 -0.84
C -0.857 -1.606 1.207 -0.12
N 1.834 1.159 -0.379 -0.45
O 1.118 0.933 -2.402 -0.39
I -2.045 -2.403 -0.237 0.19
H -0.372 -0.401 -2.091 0.21
H 2.373 2.609 -1.931 0.21
H -0.583 -0.245 2.786 0.25
H -2.048 -1.126 2.748 0.29
H -1.993 0.059 1.607 0.24
H 0.471 -0.195 0.310 0.19
```

Calculated values
2S+1: 1
charge: 0
LUMO (spin up / spin down): -0.682 / -0.680 eV
HOMO-LUMO gap (spin up / spin down): 7.52 / 7.50 eV

=====

(4)
Entry from OMol25: C21H20CoF5N5PS as an isolated structure (ωB97M-V/def2-TZVPD).

XYZ file:
```
54
Properties=species:S:1:pos:R:3:nbo_charge:R:1
Co -0.951 -0.150 -1.226 0.83
F -6.153 2.847 2.049 -0.27
C -5.231 2.537 1.152 0.28
C -4.430 1.424 1.334 0.28
F -4.571 0.648 2.405 -0.28
C -3.477 1.128 0.384 0.30
F -2.711 0.027 0.585 -0.33
C -3.267 1.886 -0.754 -0.28
S -2.061 1.507 -1.989 -0.22
C -4.089 3.001 -0.908 0.32
F -3.952 3.784 -1.973 -0.28
C -5.058 3.325 0.025 0.32
F -5.822 4.395 -0.154 -0.28
N 0.237 -0.580 -3.009 -0.87
C 0.913 -1.825 -2.757 0.12
C 1.988 -2.269 -3.476 -0.20
C 2.588 -3.509 -3.174 -0.18
C 2.092 -4.300 -2.179 -0.19
C 0.997 -3.857 -1.401 -0.01
C 0.433 -4.607 -0.345 -0.10
C -0.602 -4.084 0.376 -0.26
C -1.051 -2.786 0.087 0.09
N -0.549 -2.056 -0.889 -0.51
C 0.437 -2.592 -1.669 0.12
H -0.538 -0.702 -3.658 0.41
H 0.866 0.087 -3.441 0.41
H 2.366 -1.680 -4.303 0.23
H 3.435 -3.839 -3.761 0.24
H 2.529 -5.267 -1.965 0.23
H 0.830 -5.591 -0.122 0.24
H -1.067 -4.635 1.182 0.25
H -1.832 -2.331 0.684 0.22
C 1.954 0.816 3.046 -0.08
N 2.697 0.301 1.893 -0.45
C 3.359 1.420 1.220 -0.08
N 2.446 2.493 0.831 -0.45
C 1.713 2.946 2.015 -0.08
N 1.000 1.871 2.706 -0.45
C -0.118 1.361 1.912 -0.53
P 0.488 0.660 0.322 0.85
C 1.821 -0.432 0.982 -0.53
C 1.532 2.073 -0.229 -0.52
H 2.676 1.228 3.752 0.22
H 1.428 -0.007 3.533 0.20
H 3.883 1.052 0.337 0.20
H 4.096 1.837 1.908 0.22
H 1.004 3.723 1.725 0.21
H 2.433 3.377 2.712 0.21
H -0.822 2.172 1.708 0.24
H -0.657 0.598 2.477 0.24
H 2.406 -0.843 0.154 0.23
H 1.374 -1.278 1.512 0.23
H 0.885 2.906 -0.511 0.24
H 2.101 1.789 -1.118 0.23
```

Calculated values
2S+1: 2
charge: +1
LUMO (spin up / spin down): -4.064 / -3.746 eV
HOMO-LUMO gap (spin up / spin down): 7.00 / 7.37 eV

=====

(5)
Entry from OMol25: H9Na4O5 as an isolated structure in a non-equilibrium geometry (ωB97M-V/def2-TZVPD).

XYZ file:
```
18
Properties=species:S:1:pos:R:3:nbo_charge:R:1
Na -1.353 -1.834 0.008 0.98
Na 2.755 -0.285 0.854 0.99
Na 0.443 -1.667 3.237 0.99
Na 0.333 2.221 1.571 0.99
O 0.017 -0.098 1.329 -1.42
H 0.235 -0.030 0.392 0.46
O -1.229 1.170 -1.522 -0.95
H -0.806 1.892 -1.045 0.45
H -2.172 1.218 -1.301 0.50
O 1.891 1.128 -1.850 -0.97
H 2.350 1.682 -1.206 0.45
H 1.562 1.781 -2.493 0.52
O -1.936 -1.321 2.649 -1.01
H -1.272 -0.670 2.333 0.47
H -2.777 -0.845 2.573 0.52
O 0.537 -1.593 -1.487 -1.03
H 0.314 -0.733 -1.893 0.51
H 1.107 -2.015 -2.150 0.53
```

Calculated values
2S+1: 1
charge: +3
LUMO: -11.730 eV
HOMO-LUMO gap: 10.06 eV

=====

(6)
Entry from OMol25: a 2-piece molecular cluster, C5H4O overall in a non-equilibrium geometry (ωB97M-V/def2-TZVPD).

XYZ file:
```
10
Properties=species:S:1:pos:R:3:nbo_charge:R:1
C -1.110 -0.619 0.245 -0.05
C 2.333 0.185 -0.207 0.48
C 0.349 1.205 -0.257 -0.35
C -1.432 -1.635 -0.270 -0.17
C -0.492 0.560 0.613 -0.27
O 2.260 -0.931 0.018 -0.51
H 0.071 0.811 -1.240 0.21
H 0.675 2.218 -0.016 0.21
H -1.864 -2.588 -0.476 0.23
H -0.789 0.796 1.590 0.22
```

Calculated values
2S+1: 3
charge: 0
LUMO (spin up / spin down): 1.107 / -2.431 eV
HOMO-LUMO gap (spin up / spin down): 7.32 / 8.32 eV

=====

(7)
Entry from OMol25: a 2-piece molecular cluster, C3H6INO2S overall in a non-equilibrium geometry (ωB97M-V/def2-TZVPD).

XYZ file:
```
14
Properties=species:S:1:pos:R:3:nbo_charge:R:1
C 0.253 -0.772 0.981 0.12
C -0.568 -1.047 -0.290 -0.57
C 0.392 -1.702 1.991 -0.40
N 0.949 0.430 1.165 -0.73
O 1.605 2.769 0.866 -0.85
O -0.047 1.668 -2.633 -0.94
S 0.529 1.818 0.569 1.41
I -2.534 -0.225 0.012 0.09
H -0.567 -2.114 -0.373 0.24
H -0.484 2.458 -2.824 0.47
H -0.028 -0.622 -1.157 0.24
H -0.292 1.074 -3.340 0.47
H 1.155 -1.329 2.686 0.22
H -0.361 -2.405 2.348 0.22
```

Calculated values
2S+1: 1
charge: 0
LUMO (spin up / spin down): -0.933 / -0.933 eV
HOMO-LUMO gap (spin up / spin down): 7.90 / 7.90 eV

=====

(8)
Entry from OMol25: a 8-piece molecular cluster, C32H54N4O8S4 overall in a non-equilibrium geometry (ωB97M-V/def2-TZVPD).

XYZ file:
```
102
Properties=species:S:1:pos:R:3:mulliken_charge:R:1
C -2.389 10.467 17.360 -1.20
C -1.136 10.786 16.582 -0.13
C -1.662 10.852 15.118 -0.42
C -1.621 9.690 14.271 0.05
N -1.664 8.805 13.617 -0.40
H -2.123 10.479 18.417 0.32
H -2.766 9.463 17.556 0.36
H -3.232 11.116 17.123 0.32
H -0.414 9.970 16.592 0.28
H -0.655 11.729 16.842 0.27
H -0.852 11.264 14.516 0.23
H -2.642 11.296 14.947 0.33
C 2.077 17.596 22.497 -0.53
C 2.838 16.297 22.669 -0.59
C 2.806 15.526 21.327 -0.67
S 1.908 16.362 20.052 1.07
O 0.574 15.773 19.998 -0.63
O 2.790 16.375 18.876 -0.65
C 1.816 17.946 20.989 -0.68
H 2.628 18.439 22.913 0.29
H 1.133 17.719 23.028 0.33
H 2.272 15.618 23.307 0.16
H 3.792 16.365 23.190 0.41
H 2.450 14.497 21.380 0.48
H 3.816 15.701 20.957 0.27
H 0.836 18.384 20.802 0.40
H 2.642 18.565 20.639 0.33
C -8.681 9.439 10.270 -0.61
C -7.442 8.815 9.583 -0.64
C -6.286 8.695 10.542 -0.64
S -6.706 9.627 12.046 1.01
O -6.269 10.998 11.890 -0.63
O -6.271 8.943 13.200 -0.63
C -8.497 9.395 11.850 -0.67
H -9.656 9.026 10.012 0.38
H -8.723 10.512 10.087 0.28
H -7.216 9.253 8.610 0.31
H -7.605 7.788 9.257 0.28
H -5.258 8.963 10.298 0.50
H -6.194 7.650 10.836 0.31
H -9.055 10.165 12.382 0.41
H -8.832 8.397 12.133 0.33
C -2.835 11.482 24.881 -0.63
C -2.814 12.561 23.767 -0.60
C -3.005 13.947 24.448 -0.60
S -2.910 13.833 26.354 1.03
O -4.257 13.974 26.848 -0.60
O -1.711 14.584 26.860 -0.64
C -2.361 12.103 26.269 -0.68
H -2.426 10.501 24.636 0.40
H -3.905 11.282 24.938 0.29
H -3.566 12.459 22.985 0.33
H -1.899 12.482 23.181 0.26
H -3.981 14.302 24.117 0.32
H -2.259 14.721 24.266 0.34
H -2.615 11.499 27.140 0.44
H -1.288 12.276 26.189 0.33
C -2.931 4.240 7.432 -0.60
C -1.953 4.539 8.664 -0.52
C -1.152 5.747 8.306 -0.78
S -0.907 5.809 6.466 1.04
O 0.096 4.827 6.273 -0.61
O -0.883 7.089 5.823 -0.64
C -2.551 5.111 6.177 -0.72
H -3.982 4.140 7.702 0.41
H -2.630 3.228 7.162 0.21
H -1.240 3.748 8.897 0.32
H -2.498 4.768 9.580 0.29
H -0.230 5.911 8.864 0.46
H -1.741 6.614 8.604 0.34
H -2.590 4.690 5.173 0.48
H -3.126 6.036 6.190 0.30
N -9.736 15.657 17.244 -0.04
C -9.879 15.394 15.889 -0.44
C -9.067 14.321 15.656 -0.47
C -8.346 13.994 16.815 -0.35
C -8.811 14.806 17.825 -0.49
H -10.170 16.530 17.510 0.23
H -10.564 16.007 15.322 0.34
H -8.919 13.835 14.703 0.44
H -7.612 13.210 16.925 0.43
H -8.559 14.847 18.875 0.36
N 7.472 8.878 17.341 -0.01
C 6.599 7.799 17.279 -0.59
C 5.289 8.433 17.183 -0.27
C 5.448 9.801 17.351 -0.33
C 6.790 10.061 17.456 -0.47
H 8.471 8.760 17.251 0.21
H 6.919 6.769 17.221 0.34
H 4.292 8.034 17.070 0.36
H 4.628 10.503 17.305 0.39
H 7.310 11.006 17.504 0.36
N -0.716 12.092 7.830 0.05
C 0.302 12.657 8.499 -0.44
C -0.250 13.382 9.617 -0.39
C -1.627 13.205 9.561 -0.45
C -1.838 12.416 8.446 -0.47
H -0.643 11.480 7.031 0.21
H 1.275 12.291 8.207 0.35
H 0.298 13.832 10.432 0.36
H -2.330 13.458 10.341 0.39
H -2.749 12.016 8.026 0.40
```

Calculated values
2S+1: 1
charge: 0
LUMO: 0.210 eV
HOMO-LUMO gap: 7.92 eV

=====

Respective E values: -20709.8884; -99526.9469; -16915.0170; -100884.9399; -28026.0476; -7290.4103; -27726.9258; -99733.1613 eV.